No. 1
The following is a quantum chemistry calculation of C64H138F24N11O22S8 as an isolated structure in a non-equilibrium geometry, from OMol25.

Structure (XYZ):
```
267
C64H138F24N11O22S8 | OMol25 | wB97M-V/def2-TZVPD
C -1.797 2.306 6.864
C -1.499 0.948 7.422
N -0.588 0.922 8.600
C -1.011 1.883 9.696
C -0.805 -0.571 9.126
C 0.288 -1.128 10.005
C 0.885 1.239 8.223
C 1.352 0.858 6.821
O 1.009 1.828 5.822
C 1.444 1.508 4.544
H -2.110 3.035 7.582
H -2.546 2.245 6.098
H -0.870 2.653 6.356
H -1.080 0.230 6.686
H -2.466 0.556 7.740
H -0.704 2.892 9.434
H -0.437 1.635 10.595
H -2.083 1.829 9.902
H -0.967 -1.280 8.291
H -1.740 -0.531 9.650
H 0.328 -0.818 11.022
H 1.292 -0.961 9.623
H 0.149 -2.184 9.938
H 1.573 0.812 8.933
H 0.995 2.345 8.253
H 0.951 -0.116 6.526
H 2.422 0.780 6.837
H 1.249 2.339 3.869
H 0.971 0.617 4.149
H 2.559 1.320 4.506
C 0.549 -10.707 -0.057
C 0.884 -9.353 0.503
N -0.311 -8.390 0.503
C -1.412 -8.879 1.484
C 0.146 -6.984 0.958
C -0.962 -6.004 1.098
C -1.043 -8.252 -0.885
C -0.124 -7.930 -2.139
O 0.298 -6.563 -2.016
C 0.915 -6.026 -3.200
H -0.188 -11.256 0.517
H 1.523 -11.226 -0.112
H 0.081 -10.621 -1.035
H 1.613 -8.813 -0.124
H 1.268 -9.404 1.529
H -2.116 -8.047 1.644
H -0.890 -9.020 2.427
H -1.882 -9.813 1.119
H 0.872 -6.647 0.266
H 0.669 -7.261 1.887
H -1.309 -5.900 2.102
H -1.821 -6.152 0.447
H -0.543 -5.014 0.902
H -1.853 -7.520 -0.837
H -1.462 -9.242 -1.138
H -0.759 -8.134 -3.014
H 0.744 -8.598 -2.273
H 1.115 -4.957 -3.075
H 0.303 -6.152 -4.083
H 1.864 -6.566 -3.318
C 3.692 9.882 1.870
C 3.146 8.572 2.309
N 1.776 8.152 1.699
C 1.452 6.821 2.238
C 0.790 9.310 2.100
C -0.644 9.096 1.631
C 1.904 8.238 0.173
C 2.894 7.206 -0.450
O 4.207 7.188 0.050
C 4.923 6.119 -0.580
H 3.005 10.719 2.046
H 3.994 9.868 0.799
H 4.627 10.232 2.329
H 2.964 8.488 3.383
H 3.854 7.760 2.101
H 2.293 6.147 2.087
H 0.558 6.402 1.739
H 1.117 6.940 3.273
H 1.194 10.220 1.672
H 0.842 9.289 3.186
H -0.621 8.483 0.766
H -1.049 10.034 1.262
H -1.191 8.615 2.444
H 2.132 9.287 -0.089
H 0.879 8.083 -0.169
H 2.972 7.531 -1.497
H 2.511 6.209 -0.429
H 4.373 5.149 -0.623
H 5.824 6.055 -0.010
H 5.032 6.379 -1.628
C -5.699 -2.371 -5.045
C -6.343 -3.468 -4.125
N -6.739 -4.829 -4.804
C -7.378 -5.635 -3.675
C -7.682 -4.604 -5.981
C -8.173 -5.893 -6.698
C -5.427 -5.515 -5.336
C -4.332 -5.582 -4.194
O -3.553 -4.396 -4.281
C -2.590 -4.342 -3.211
H -4.883 -2.826 -5.619
H -5.332 -1.524 -4.488
H -6.412 -2.003 -5.768
H -7.201 -3.265 -3.521
H -5.549 -3.691 -3.395
H -7.182 -6.658 -3.945
H -8.487 -5.420 -3.657
H -6.947 -5.414 -2.690
H -7.086 -3.950 -6.662
H -8.545 -4.047 -5.596
H -8.900 -5.610 -7.450
H -8.707 -6.521 -5.972
H -7.443 -6.548 -7.249
H -4.991 -4.969 -6.185
H -5.718 -6.538 -5.591
H -3.711 -6.481 -4.399
H -4.783 -5.763 -3.204
H -3.153 -4.333 -2.258
H -2.006 -3.423 -3.358
H -1.938 -5.256 -3.303
C 2.314 -0.237 -8.857
C 2.337 0.137 -7.383
N 3.617 1.106 -7.091
C 4.867 0.360 -7.477
C 3.475 2.392 -7.968
C 2.114 3.069 -7.879
C 3.657 1.524 -5.622
C 3.484 0.425 -4.570
O 4.321 -0.687 -4.730
C 5.678 -0.473 -4.300
H 2.020 0.640 -9.438
H 1.645 -1.095 -9.077
H 3.326 -0.431 -9.159
H 2.609 -0.759 -6.788
H 1.424 0.620 -7.050
H 4.844 -0.591 -6.880
H 5.662 0.955 -7.058
H 4.980 0.267 -8.547
H 3.696 2.162 -9.006
H 4.329 2.994 -7.665
H 1.422 2.299 -8.233
H 1.953 3.835 -8.646
H 1.868 3.496 -6.888
H 2.827 2.160 -5.428
H 4.559 2.103 -5.463
H 2.503 -0.072 -4.627
H 3.580 0.957 -3.640
H 5.728 -0.637 -3.205
H 5.991 0.546 -4.414
H 6.391 -1.142 -4.837
C -3.354 1.111 -1.087
C -3.821 2.567 -0.825
N -4.159 2.889 0.608
C -4.730 4.296 0.600
C -5.260 1.904 1.132
C -6.052 2.380 2.375
C -2.975 2.789 1.603
C -1.865 3.802 1.386
O -1.987 4.870 2.322
C -1.254 4.444 3.530
H -3.216 0.914 -2.107
H -4.013 0.340 -0.699
H -2.374 0.949 -0.620
H -4.738 2.835 -1.395
H -3.047 3.324 -1.095
H -4.097 4.861 -0.090
H -4.644 4.732 1.615
H -5.727 4.245 0.192
H -4.677 0.980 1.262
H -5.937 1.698 0.279
H -6.601 1.607 2.869
H -6.684 3.204 2.073
H -5.385 2.761 3.149
H -2.562 1.808 1.553
H -3.439 2.971 2.595
H -1.933 4.280 0.386
H -0.870 3.321 1.423
H -1.755 3.620 4.005
H -1.287 5.191 4.268
H -0.212 4.177 3.298
C 2.064 3.439 0.657
C 1.451 2.015 0.792
C 2.111 1.126 -0.345
N 1.500 -0.246 -0.417
C 1.572 -0.902 0.951
C 2.219 -1.018 -1.476
C 1.158 -2.134 -1.742
C -0.241 -1.501 -1.500
C 0.105 -0.134 -0.915
H 3.058 3.561 1.032
H 1.384 4.000 1.290
H 2.005 3.878 -0.352
H 0.361 2.032 0.756
H 1.657 1.697 1.810
H 3.168 0.938 -0.139
H 1.932 1.510 -1.357
H 2.603 -0.978 1.283
H 1.219 -1.921 0.803
H 0.949 -0.471 1.722
H 3.245 -1.160 -1.268
H 2.129 -0.479 -2.427
H 1.240 -2.994 -1.077
H 1.300 -2.610 -2.752
H -0.877 -2.109 -0.857
H -0.750 -1.390 -2.447
H -0.492 0.108 -0.051
H 0.075 0.711 -1.619
C 6.143 2.256 -1.068
F 4.954 2.907 -0.831
F 6.124 2.238 -2.370
F 7.048 3.001 -0.482
S 6.169 0.510 -0.499
O 4.860 -0.015 -0.842
O 7.318 0.041 -1.211
N 6.379 0.534 1.061
S 5.404 0.856 2.189
O 4.458 1.967 1.896
O 4.820 -0.315 2.810
C 6.438 1.595 3.540
F 6.807 2.837 3.139
F 5.640 1.558 4.627
F 7.630 1.001 3.871
C 3.529 -2.147 6.947
F 3.189 -1.230 6.029
F 4.484 -2.900 6.507
F 3.866 -1.432 8.021
S 2.020 -3.038 7.424
O 2.389 -3.711 8.645
O 1.030 -1.988 7.485
N 1.748 -4.020 6.210
S 0.962 -3.692 4.872
O -0.285 -4.452 4.865
O 0.875 -2.363 4.337
C 2.072 -4.446 3.710
F 2.296 -5.728 3.954
F 1.490 -4.362 2.499
F 3.212 -3.902 3.483
C 2.035 5.346 -4.499
F 2.776 6.223 -3.781
F 0.932 5.909 -4.845
F 2.728 5.050 -5.581
S 1.878 3.969 -3.286
O 3.245 3.543 -3.194
O 1.273 4.645 -2.176
N 0.879 2.873 -3.764
S -0.662 2.934 -3.637
O -1.216 2.661 -2.317
O -1.333 3.872 -4.467
C -1.114 1.334 -4.464
F -0.534 0.240 -3.999
F -2.447 1.230 -4.398
F -0.701 1.387 -5.739
C -2.722 -1.260 3.712
F -1.673 -1.305 4.562
F -3.488 -2.267 4.053
F -3.466 -0.181 3.805
S -1.910 -1.515 1.949
O -1.218 -0.214 1.836
O -1.060 -2.661 1.834
N -3.123 -1.660 0.936
S -3.686 -2.977 0.554
O -2.911 -3.763 -0.384
O -4.409 -3.716 1.575
C -5.073 -2.632 -0.627
F -4.637 -2.389 -1.861
F -5.791 -3.759 -0.612
F -5.846 -1.595 -0.255
```

Output
Gap between HOMO and LUMO in eV: 8.749
Highest occupied orbital energy in eV: -13.29
Total charge: +3

Results of the Mulliken charge analysis, in e, for atoms 1 through 6: atom 1 (C): -1.343, atom 2 (C): -0.278, atom 3 (N): 0.822, atom 4 (C): -1.155, atom 5 (C): -0.108, atom 6 (C): -1.539

---

No. 2
The following is a quantum chemistry calculation of C9H12F5N3O3RhSTe as an isolated structure in a non-equilibrium geometry, from OMol25.

Structure (XYZ):
```
35
C9H12F5N3O3RhSTe | OMol25 | wB97M-V/def2-TZVPD
Rh 0.105 0.080 -0.748
C 4.082 -1.181 -1.125
C 2.608 -1.008 -1.188
N 1.986 -0.157 -0.432
O 2.696 0.581 0.482
C 1.758 -1.773 -2.060
C 2.227 -2.845 -2.985
N 0.471 -1.464 -1.943
O -0.453 -2.009 -2.540
H 4.570 -0.238 -0.894
H 4.458 -1.580 -2.064
H 4.327 -1.887 -0.328
H 2.132 1.355 0.650
H 2.858 -3.567 -2.465
H 2.798 -2.431 -3.818
H 1.364 -3.365 -3.391
F -1.860 1.240 -1.174
Te -0.866 2.880 -0.859
F -0.108 4.485 -0.409
F 0.195 2.104 -2.224
F -2.218 3.206 0.361
F -1.853 3.681 -2.162
O 0.112 1.911 0.339
S -0.866 -1.428 0.623
C -1.857 -0.493 1.709
N -1.431 0.634 2.309
C -2.170 1.344 3.184
C -3.409 0.902 3.550
C -3.889 -0.273 2.967
C -3.127 -0.960 2.046
H -0.547 1.026 1.997
H -1.722 2.256 3.552
H -3.997 1.467 4.257
H -4.876 -0.638 3.222
H -3.496 -1.853 1.563
```

Output
Gap between HOMO and LUMO (spin up / spin down) in eV: 6.564 / 6.565
Highest occupied orbital energy (spin up / spin down) in eV: -11.63 / -11.63
Total charge: +1
Energy relative to the best compared isomer or geometry (same formula, charge and spin) in kcal per mole: 0.0

Results of the natural (NBO) charge analysis, in e, for atoms 1 through 6: atom 1 (Rh): 0.904, atom 2 (C): -0.679, atom 3 (C): 0.297, atom 4 (N): -0.117, atom 5 (O): -0.514, atom 6 (C): 0.023

---

No. 3
The following is a quantum chemistry calculation of a 9-piece molecular cluster, C6H29N2O8 overall in a non-equilibrium geometry, from OMol25.

Structure (XYZ):
```
45
C6H29N2O8 | OMol25 | wB97M-V/def2-TZVPD
C -0.579 1.728 -1.874
C 0.194 0.625 -1.180
C 1.412 0.166 -2.005
C 2.674 0.725 -1.418
C 3.084 1.981 -1.528
C 4.454 -0.438 -0.418
N 3.221 -0.221 -0.558
N -0.707 -0.501 -0.744
H -0.400 1.905 -2.942
H -1.670 1.641 -1.975
H -0.503 2.712 -1.413
H 0.641 1.072 -0.300
H 1.571 -0.908 -2.104
H 1.243 0.406 -3.053
H 3.961 2.445 -1.100
H 2.554 2.697 -2.148
H 4.741 -1.012 0.460
H 5.226 -0.115 -1.122
H -0.550 -0.660 0.271
H -1.625 -0.159 -0.992
H -0.493 -1.435 -1.090
H -4.180 -1.018 -2.439
H -3.989 0.540 -2.345
O -3.552 -0.297 -2.519
H -0.642 3.701 3.770
H -0.832 2.323 4.389
O -0.263 2.815 3.785
H 1.437 -2.525 3.802
H 0.600 -3.744 3.700
O 0.524 -2.781 3.690
H -2.104 -2.456 1.331
H -0.982 -2.339 2.423
O -1.190 -2.221 1.501
H -0.875 -1.596 -4.202
H -1.097 -0.262 -3.298
O -0.601 -1.066 -3.452
H -3.397 -0.502 0.806
H -4.465 -0.614 2.006
O -3.545 -0.548 1.751
H -1.859 0.090 2.096
H -0.784 1.350 2.463
O -0.999 0.515 2.042
H 1.910 -1.278 2.181
H 0.792 -0.237 2.072
O 1.643 -0.508 1.680
```

Output
Gap between HOMO and LUMO in eV: 8.040
Highest occupied orbital energy in eV: -10.89
Total charge: +1

Results of the natural (NBO) charge analysis, in e, for atoms 1 through 6: atom 1 (C): -0.672, atom 2 (C): -0.068, atom 3 (C): -0.448, atom 4 (C): 0.135, atom 5 (C): -0.449, atom 6 (C): -0.008

---

No. 4
The following is a quantum chemistry calculation of a 2-piece molecular cluster, C3H8N2O2 overall in a non-equilibrium geometry, from OMol25.

Structure (XYZ):
```
15
C3H8N2O2 | OMol25 | wB97M-V/def2-TZVPD
N -1.666 0.133 1.317
C -1.469 0.142 -0.003
C -0.782 0.981 -0.809
O -0.150 2.089 -0.196
H -1.211 0.971 1.821
H -2.599 -0.218 1.601
H -2.124 -0.609 -0.565
H -0.786 0.960 -1.900
H 0.625 2.132 -0.608
C 2.767 -0.308 -0.877
N 1.585 -0.230 -0.431
O 1.450 0.018 0.904
H 3.648 -0.001 -0.299
H 2.864 -0.278 -1.946
H 0.537 -0.250 1.159
```

Output
SMILES string: N/C=C\O.C=NO
Gap between HOMO and LUMO in eV: 8.524
Highest occupied orbital energy in eV: -7.58
Energy relative to the best compared isomer or geometry (same formula, charge and spin) in kcal per mole: 111.9

Results of the natural (NBO) charge analysis, in e, for atoms 1 through 6: atom 1 (N): -0.861, atom 2 (C): -0.091, atom 3 (C): 0.019, atom 4 (O): -0.712, atom 5 (H): 0.405, atom 6 (H): 0.403

---

No. 5
The following is a quantum chemistry calculation of one molecule with the formula CHF2NO2S in a non-equilibrium geometry, from OMol25.

Structure (XYZ):
```
8
CHF2NO2S | OMol25 | wB97M-V/def2-TZVPD
N -0.875 1.198 -0.459
S 0.167 0.501 0.287
O 1.763 1.034 0.053
F 0.009 0.106 1.895
C -0.024 -1.361 -0.184
O -0.291 -2.220 0.566
F 0.339 -1.420 -1.448
H -1.086 2.164 -0.709
```

Output
SMILES string: N=[S@@](=O)(F)C(=O)F
Gap between HOMO and LUMO in eV: 10.727
Highest occupied orbital energy in eV: -11.04
Energy relative to the best compared isomer or geometry (same formula, charge and spin) in kcal per mole: 72.5

Results of the natural (NBO) charge analysis, in e, for atoms 1 through 6: atom 1 (N): -1.076, atom 2 (S): 1.922, atom 3 (O): -0.815, atom 4 (F): -0.471, atom 5 (C): 0.716, atom 6 (O): -0.444

---

No. 6
The following is a quantum chemistry calculation of C3H6N2 as an isolated structure in a non-equilibrium geometry, from OMol25.

Structure (XYZ):
```
11
C3H6N2 | OMol25 | wB97M-V/def2-TZVPD
C -0.135 -0.624 -0.171
C 0.305 -1.711 0.476
C -1.404 0.152 -0.273
N 0.361 0.296 -1.026
N 1.262 1.204 -0.686
H 1.397 -2.013 0.718
H -0.299 -2.147 1.208
H -2.000 0.132 -1.158
H -1.500 0.884 0.502
H 1.512 1.055 0.231
H 0.841 2.193 -0.921
```

Output
Gap between HOMO and LUMO in eV: 8.778
Highest occupied orbital energy in eV: -7.91
Energy relative to the best compared isomer or geometry (same formula, charge and spin) in kcal per mole: 114.1

Results of the natural (NBO) charge analysis, in e, for atoms 1 through 6: atom 1 (C): 0.099, atom 2 (C): -0.489, atom 3 (C): -0.346, atom 4 (N): -0.211, atom 5 (N): -0.592, atom 6 (H): 0.207

---

No. 7
The following is a quantum chemistry calculation of C30H22N7OPS3V as an isolated structure in a non-equilibrium geometry, from OMol25.

Structure (XYZ):
```
65
C30H22N7OPS3V | OMol25 | wB97M-V/def2-TZVPD
V -1.346 -0.142 -1.736
C -2.276 -4.207 -2.124
C -1.820 -2.929 -2.390
N -1.952 -1.941 -1.495
C -2.557 -2.254 -0.317
C -3.016 -3.556 -0.090
N -2.880 -4.516 -0.978
C -2.677 -1.100 0.554
C -2.980 -1.071 1.911
C -2.951 0.154 2.587
C -2.708 1.318 1.850
C -2.408 1.209 0.503
N -2.355 0.019 -0.116
C -2.064 2.268 -0.420
C -2.068 3.642 -0.172
N -1.885 4.518 -1.135
C -1.684 4.053 -2.361
C -1.581 2.694 -2.626
N -1.745 1.800 -1.651
C -3.062 0.219 4.049
C -2.249 1.098 4.767
C -2.313 1.084 6.151
N -3.111 0.283 6.832
C -3.890 -0.542 6.159
C -3.910 -0.615 4.774
H -2.165 -5.013 -2.834
H -1.341 -2.675 -3.328
H -3.524 -3.820 0.825
H -3.187 -1.985 2.447
H -2.725 2.284 2.326
H -2.234 4.043 0.816
H -1.594 4.779 -3.154
H -1.374 2.325 -3.625
H -1.554 1.750 4.259
H -1.693 1.748 6.737
H -4.525 -1.178 6.759
H -4.580 -1.291 4.267
S 1.771 1.759 -2.844
P 2.102 0.435 -1.326
S 0.480 -0.056 -0.193
C 3.317 1.174 -0.202
C 3.806 0.389 0.839
C 4.762 0.912 1.690
C 5.224 2.208 1.505
C 4.721 2.988 0.477
C 3.770 2.473 -0.384
C 2.871 -1.056 -2.035
C 4.242 -1.050 -2.266
C 4.834 -2.153 -2.850
C 4.063 -3.247 -3.210
C 2.694 -3.243 -2.982
C 2.089 -2.151 -2.384
H 3.436 -0.621 0.966
H 5.152 0.309 2.496
H 5.977 2.614 2.160
H 5.070 3.998 0.337
H 3.387 3.064 -1.201
H 4.832 -0.193 -1.978
H 5.896 -2.153 -3.034
H 4.526 -4.106 -3.670
H 2.092 -4.089 -3.278
H 1.020 -2.142 -2.169
O -0.207 1.300 -5.069
S 0.517 0.335 -4.272
N -0.456 -0.150 -3.138
```

Output
Gap between HOMO and LUMO (spin up / spin down) in eV: 6.193 / 7.122
Highest occupied orbital energy (spin up / spin down) in eV: -10.14 / -11.62
Total charge: +1
Spin multiplicity: 3

Results of the natural (NBO) charge analysis, in e, for atoms 1 through 6: atom 1 (V): 1.030, atom 2 (C): 0.014, atom 3 (C): 0.025, atom 4 (N): -0.446, atom 5 (C): 0.110, atom 6 (C): 0.057

---

No. 8
The following is a quantum chemistry calculation of C5H8O as an isolated structure, from OMol25.

Structure (XYZ):
```
14
C5H8O | OMol25 | wB97M-V/def2-TZVPD
C 1.031 -0.412 -1.705
C 0.356 0.451 -0.681
O -1.014 0.048 -0.483
C 0.657 0.214 0.811
C -0.836 0.020 0.879
C -1.864 -0.082 1.705
H 0.943 -1.465 -1.417
H 0.560 -0.275 -2.683
H 2.086 -0.135 -1.767
H 0.380 1.514 -0.946
H -2.790 -0.185 1.158
H 1.225 -0.704 0.999
H 1.076 1.046 1.378
H -1.818 -0.058 2.786
```

Output
Gap between HOMO and LUMO in eV: 9.664
Highest occupied orbital energy in eV: -8.58
Energy relative to the best compared isomer or geometry (same formula, charge and spin) in kcal per mole: 35.7

Results of the natural (NBO) charge analysis, in e, for atoms 1 through 6: atom 1 (C): -0.629, atom 2 (C): 0.109, atom 3 (O): -0.503, atom 4 (C): -0.489, atom 5 (C): 0.328, atom 6 (C): -0.530